Record 1
A molecular structure, C36H44MgN7O5S3, computed with ωB97M-V with the def2-TZVPD basis set.

The molar mass is 775.3 g mol⁻¹. The relative energy (zero: lowest compared OMol25 entry of this formula, charge and spin) is 28.0 kJ/mol. The HOMO energy comes out at -5.0 eV. The gap between HOMO and LUMO comes out at 6.99 eV. Its spin multiplicity is 1. The total energy comes out at -3552.5827 hartree. For the LUMO energy, the calculation gives 0.07127 Ha. The total charge is -1.

Geometry as XYZ:
```
96
Properties=species:S:1:pos:R:3:lowdin_charge:R:1
Mg -0.608 0.389 -0.277 0.643
C -2.057 -6.695 -3.154 -0.060
C -2.419 -5.259 -2.881 -0.279
C -3.735 -4.821 -2.981 -0.049
C -4.071 -3.501 -2.708 -0.057
C -3.079 -2.610 -2.335 -0.269
C -1.760 -3.029 -2.221 -0.031
C -1.439 -4.346 -2.497 -0.024
S -3.478 -0.898 -2.046 0.575
O -4.899 -0.860 -1.760 -0.334
O -3.013 -0.149 -3.184 -0.304
N -2.587 -0.472 -0.799 -0.144
C -2.767 -1.039 0.434 -0.381
C -3.801 -1.886 0.879 -0.006
C -3.718 -2.393 2.157 -0.077
C -2.642 -2.070 2.984 -0.080
C -1.686 -1.212 2.477 -0.136
N -1.757 -0.699 1.255 0.072
H -2.845 -7.203 -3.710 0.068
H -1.903 -7.240 -2.220 0.079
H -1.132 -6.763 -3.727 0.076
H -4.509 -5.520 -3.277 0.104
H -5.094 -3.156 -2.779 0.109
H -0.992 -2.337 -1.898 0.088
H -0.406 -4.666 -2.413 0.118
H -4.628 -2.118 0.226 0.095
H -4.497 -3.056 2.516 0.101
H -2.545 -2.478 3.980 0.091
H -0.811 -0.929 3.049 0.080
C -1.420 3.888 0.436 -0.090
N -2.074 2.758 -0.203 -0.265
C -3.459 2.668 0.231 -0.096
C -2.007 2.909 -1.664 -0.179
C -0.581 2.846 -2.159 -0.272
C -0.103 3.831 -3.018 -0.073
C 1.202 3.770 -3.496 -0.123
C 2.015 2.718 -3.099 -0.121
C 1.518 1.753 -2.224 -0.159
C 0.212 1.774 -1.718 -0.105
H -1.886 4.844 0.138 0.093
H -0.369 3.916 0.146 0.083
H -1.489 3.802 1.521 0.071
H -4.018 3.592 0.004 0.086
H -3.502 2.502 1.311 0.076
H -3.951 1.833 -0.264 0.075
H -2.481 3.862 -1.965 0.118
H -2.581 2.096 -2.111 0.102
H -0.750 4.651 -3.316 0.095
H 1.575 4.535 -4.168 0.084
H 3.031 2.647 -3.472 0.088
H 2.189 0.943 -1.941 0.084
O 4.275 -3.084 -0.738 0.030
C 3.577 -2.796 -1.852 -0.279
C 4.088 -3.239 -3.073 -0.032
C 3.424 -2.960 -4.253 -0.103
C 2.239 -2.231 -4.241 -0.094
C 1.725 -1.803 -3.030 -0.033
C 2.365 -2.084 -1.824 -0.071
C 1.728 -1.617 -0.554 -0.428
O 0.533 -1.217 -0.592 -0.094
N 2.505 -1.667 0.515 -0.008
N 1.860 -1.339 1.695 -0.030
C 2.627 -0.888 2.588 -0.915
S 4.379 -0.649 2.388 0.905
C 4.560 0.301 3.920 -0.548
C 3.605 -0.270 4.953 -0.540
S 1.984 -0.410 4.167 0.901
H 3.780 -2.648 0.010 0.050
H 5.016 -3.795 -3.064 0.107
H 3.839 -3.307 -5.192 0.094
H 1.725 -1.994 -5.163 0.096
H 0.815 -1.218 -2.995 0.112
H 4.328 1.350 3.727 0.062
H 5.598 0.218 4.245 0.070
H 3.501 0.392 5.814 0.070
H 3.943 -1.249 5.292 0.071
C 2.710 2.446 0.916 -0.030
N 1.884 2.937 2.010 -0.124
C 1.964 4.373 2.212 -0.066
C 0.730 2.243 2.276 -0.525
O 0.337 1.338 1.550 0.000
N 0.036 2.615 3.407 -0.139
C -1.252 1.988 3.634 -0.052
C 0.716 3.037 4.615 -0.080
H 3.745 2.742 1.101 0.092
H 2.383 2.849 -0.045 0.081
H 2.655 1.362 0.865 0.069
H 1.982 4.877 1.241 0.092
H 2.874 4.646 2.754 0.086
H 1.102 4.736 2.764 0.080
H -1.685 1.679 2.687 0.066
H -1.916 2.701 4.127 0.093
H -1.157 1.101 4.270 0.083
H 1.773 3.194 4.424 0.076
H 0.623 2.261 5.382 0.077
H 0.283 3.962 5.008 0.088
```

---

Record 2
A molecular structure, C36H44MoN2O7Te in a non-equilibrium geometry, computed with ωB97M-V with the def2-TZVPD basis set.

As for the expectation value of S²: 0.763. The molar mass is 840.3 g mol⁻¹. The relative energy (zero: lowest compared OMol25 entry of this formula, charge and spin) is 171.3 kJ/mol. The HOMO energy (spin up / spin down) comes out at -16.4 / -16.4 eV. The gap between HOMO and LUMO (spin up / spin down) comes out at 5.85 / 6.18 eV. Its spin multiplicity is 2. The total energy comes out at -2369.6853 hartree. For the LUMO energy (spin up / spin down), the calculation gives -0.38791 / -0.37556 Ha. The total charge is +3.

Geometry as XYZ:
```
91
Properties=species:S:1:pos:R:3:lowdin_charge:R:1
Mo -0.414 0.541 -0.042 1.896
O 1.534 -1.690 1.704 0.176
C 1.709 -1.224 0.617 -0.438
O 1.372 0.114 0.363 -0.339
C 2.303 -1.991 -0.549 -0.056
C 3.364 -1.181 -1.331 -0.259
C 4.284 -2.146 -2.070 -0.067
C 3.347 -2.651 -3.200 -0.059
C 2.084 -1.830 -2.949 -0.230
O 2.586 -0.585 -2.396 -0.181
C 1.311 -2.382 -1.731 -0.043
C -0.082 -1.758 -1.748 -0.431
O -0.738 -1.632 -2.730 0.172
O -0.556 -1.232 -0.549 -0.235
H 2.738 -2.880 -0.104 0.170
H 3.873 -0.416 -0.748 0.153
H 4.658 -2.937 -1.423 0.133
H 5.140 -1.611 -2.474 0.126
H 3.153 -3.721 -3.153 0.135
H 3.750 -2.425 -4.184 0.130
H 1.457 -1.651 -3.813 0.161
H 1.160 -3.459 -1.794 0.181
O -0.516 0.094 2.059 -0.170
C -1.678 -0.589 2.638 -0.146
C -2.581 0.446 3.259 -0.118
C -2.747 1.614 2.263 -0.123
C -3.378 1.179 0.973 -0.225
C -4.745 1.193 0.772 0.032
C -5.274 0.775 -0.434 0.023
C -4.419 0.339 -1.438 -0.005
C -3.078 0.286 -1.181 -0.098
N -2.544 0.689 0.005 -0.071
H 0.320 -0.456 2.193 0.106
H -1.368 -1.320 3.378 0.152
H -2.171 -1.124 1.836 0.121
H -2.131 0.862 4.162 0.136
H -3.521 -0.027 3.543 0.142
H -1.748 1.960 2.048 0.065
H -3.306 2.430 2.714 0.139
H -5.385 1.562 1.562 0.143
H -6.346 0.773 -0.591 0.140
H -4.797 0.001 -2.394 0.135
H -2.416 -0.160 -1.911 0.093
C 0.204 4.360 1.432 0.061
C 0.605 3.383 0.398 -0.495
O 1.736 3.579 -0.172 -0.227
N -0.157 2.318 0.094 -0.118
Te 2.344 2.292 -1.679 2.057
C 4.370 2.754 -1.409 -0.341
C 5.140 2.751 -2.580 -0.288
C 4.640 2.256 -3.928 -0.026
C 6.445 3.206 -2.472 0.017
C 6.985 3.612 -1.256 -0.212
C 8.383 4.156 -1.171 -0.013
C 6.211 3.467 -0.105 0.020
C 4.909 3.003 -0.140 -0.279
C 4.176 2.762 1.162 -0.033
C 1.752 3.696 -3.100 -0.325
C 2.193 5.036 -3.134 -0.244
C 3.233 5.654 -2.228 -0.018
C 1.630 5.844 -4.112 0.020
C 0.675 5.392 -5.015 -0.207
C 0.090 6.311 -6.050 -0.012
C 0.264 4.057 -4.941 0.015
C 0.778 3.194 -3.997 -0.296
C 0.264 1.763 -3.954 -0.071
H 0.855 4.235 2.303 0.127
H -0.833 4.234 1.728 0.096
H 0.371 5.366 1.044 0.124
H 3.663 1.771 -3.873 0.031
H 5.325 1.511 -4.330 0.105
H 4.571 3.065 -4.657 0.107
H 7.069 3.221 -3.362 0.142
H 8.965 3.924 -2.061 0.091
H 8.906 3.781 -0.292 0.096
H 8.344 5.244 -1.076 0.104
H 6.650 3.705 0.860 0.143
H 4.870 2.378 1.907 0.103
H 3.376 2.029 1.053 0.047
H 3.752 3.684 1.564 0.094
H 3.282 5.190 -1.251 0.053
H 3.019 6.713 -2.084 0.101
H 4.225 5.584 -2.683 0.104
H 1.962 6.877 -4.174 0.140
H 0.267 7.356 -5.809 0.091
H -0.983 6.145 -6.153 0.096
H 0.540 6.109 -7.025 0.107
H -0.481 3.693 -5.644 0.138
H -0.273 1.522 -4.869 0.103
H -0.440 1.620 -3.124 0.061
H 1.070 1.032 -3.858 0.044
```

---

Record 3
A molecular structure, C36H44MoN2O7Te, computed with ωB97M-V with the def2-TZVPD basis set.

As for the expectation value of S²: 0.760. The molar mass is 840.3 g mol⁻¹. The relative energy (zero: lowest compared OMol25 entry of this formula, charge and spin) is 0.0 kJ/mol. The HOMO energy (spin up / spin down) comes out at -16.3 / -16.3 eV. The gap between HOMO and LUMO (spin up / spin down) comes out at 6.22 / 6.50 eV. Its spin multiplicity is 2. The total energy comes out at -2369.7505 hartree. For the LUMO energy (spin up / spin down), the calculation gives -0.37192 / -0.36176 Ha. The total charge is +3.

Geometry as XYZ:
```
91
Properties=species:S:1:pos:R:3:lowdin_charge:R:1
Mo 1.518 1.552 -1.853 1.908
O 1.904 3.806 0.401 0.150
C 0.926 3.060 0.463 -0.470
O 1.034 1.793 0.113 -0.234
C -0.427 3.530 0.877 -0.065
C -1.083 2.631 1.966 -0.232
C -2.118 3.469 2.709 -0.070
C -3.207 3.622 1.617 -0.058
C -2.652 2.751 0.489 -0.235
O -1.904 1.730 1.193 -0.177
C -1.507 3.464 -0.258 -0.053
C -1.221 2.689 -1.543 -0.432
O -2.038 2.074 -2.150 0.169
O 0.075 2.740 -2.043 -0.236
H -0.314 4.550 1.239 0.173
H -0.388 2.061 2.580 0.164
H -1.713 4.418 3.056 0.131
H -2.492 2.926 3.574 0.127
H -3.363 4.653 1.301 0.134
H -4.165 3.232 1.953 0.130
H -3.384 2.300 -0.170 0.154
H -1.802 4.468 -0.574 0.183
O 3.047 2.645 -1.341 -0.277
C 3.821 3.530 -2.263 -0.117
C 4.858 2.703 -2.978 -0.132
C 4.283 1.428 -3.613 -0.130
C 3.118 1.681 -4.529 -0.252
C 3.297 1.808 -5.895 0.029
C 2.210 2.046 -6.721 0.021
C 0.945 2.148 -6.158 0.000
C 0.817 2.025 -4.795 -0.080
N 1.879 1.799 -3.987 -0.053
H 2.742 3.191 -0.430 0.068
H 4.249 4.298 -1.622 0.150
H 3.100 3.985 -2.941 0.131
H 5.669 2.434 -2.302 0.136
H 5.285 3.341 -3.757 0.144
H 3.994 0.712 -2.837 0.092
H 5.078 0.943 -4.179 0.136
H 4.293 1.714 -6.306 0.140
H 2.347 2.146 -7.789 0.138
H 0.068 2.326 -6.763 0.133
H -0.147 2.115 -4.315 0.109
C 2.436 -2.443 -2.166 0.056
C 1.574 -1.501 -1.410 -0.518
O 0.901 -1.958 -0.447 -0.199
N 1.559 -0.198 -1.761 -0.116
Te -0.643 -0.880 0.584 2.085
C 0.051 -1.203 2.529 -0.343
C -0.943 -1.364 3.513 -0.291
C -2.425 -1.175 3.301 -0.031
C -0.518 -1.686 4.794 0.018
C 0.825 -1.847 5.118 -0.215
C 1.249 -2.241 6.499 -0.013
C 1.772 -1.623 4.121 0.019
C 1.421 -1.293 2.822 -0.278
C 2.529 -1.085 1.825 -0.038
C -1.947 -2.452 0.361 -0.354
C -1.691 -3.745 0.870 -0.253
C -0.444 -4.161 1.605 -0.022
C -2.666 -4.705 0.654 0.023
C -3.859 -4.429 -0.009 -0.203
C -4.905 -5.484 -0.185 -0.011
C -4.070 -3.139 -0.501 0.022
C -3.136 -2.138 -0.337 -0.293
C -3.419 -0.766 -0.888 -0.066
H 3.282 -2.700 -1.521 0.125
H 2.806 -2.000 -3.086 0.098
H 1.888 -3.364 -2.364 0.120
H -2.677 -0.572 2.429 0.045
H -2.844 -0.654 4.162 0.104
H -2.941 -2.132 3.213 0.105
H -1.266 -1.800 5.570 0.140
H 0.456 -2.073 7.225 0.091
H 2.135 -1.690 6.812 0.096
H 1.503 -3.303 6.520 0.105
H 2.825 -1.703 4.367 0.140
H 3.399 -0.666 2.328 0.102
H 2.254 -0.390 1.032 0.038
H 2.839 -2.034 1.382 0.097
H 0.447 -3.627 1.285 0.057
H -0.267 -5.223 1.442 0.101
H -0.557 -4.013 2.681 0.100
H -2.487 -5.712 1.014 0.137
H -4.504 -6.481 -0.022 0.092
H -5.349 -5.436 -1.178 0.098
H -5.711 -5.324 0.536 0.108
H -4.993 -2.917 -1.023 0.138
H -4.450 -0.698 -1.227 0.104
H -2.784 -0.530 -1.745 0.084
H -3.287 0.018 -0.141 0.044
```

---

Record 4
5 unconnected molecules or ions with the total composition C36H45BF12N4O13S in a non-equilibrium geometry, computed with ωB97M-V with the def2-TZVPD basis set.

The molar mass is 1012.6 g mol⁻¹. The HOMO energy comes out at -8.1 eV. The gap between HOMO and LUMO comes out at 5.88 eV. Its spin multiplicity is 1. The total energy comes out at -4216.6045 hartree. For the LUMO energy, the calculation gives -0.08190 Ha.

Geometry as XYZ:
```
112
Properties=species:S:1:pos:R:3:lowdin_charge:R:1
C -3.799 -1.064 -1.594 -0.011
C -3.241 -0.934 -3.134 -0.277
O -3.627 0.149 -3.865 -0.040
O -2.371 -1.908 -3.826 -0.124
C -0.955 -1.765 -3.350 -0.157
C -0.152 -0.648 -4.249 -0.166
C 1.457 -0.549 -3.951 -0.178
C 1.837 0.398 -2.638 -0.103
C 1.250 -0.215 -1.229 -0.015
C 1.717 -1.493 -0.307 -0.062
C 3.016 -2.336 -0.848 -0.118
C 4.401 -1.697 -0.169 -0.134
C 4.389 -0.493 0.970 -0.021
C 5.777 0.132 1.652 -0.062
C 7.260 -0.402 1.197 -0.074
C 7.311 -1.614 0.049 -0.068
C 5.916 -2.236 -0.629 -0.037
N 0.905 -1.709 0.957 -0.071
N 1.051 -2.655 1.959 0.083
C 0.822 -3.918 1.408 -0.447
S 0.263 -5.521 1.170 0.726
C -0.107 -0.550 0.849 0.109
C -1.200 -0.433 2.067 -0.395
O -2.355 -1.117 2.134 -0.111
O -0.839 0.474 3.205 -0.226
N 0.080 0.323 -0.410 0.131
B -0.810 1.561 -0.678 -0.500
O -1.272 1.793 -2.065 0.048
N -1.082 2.449 0.523 -0.119
C 0.059 3.440 0.595 -0.086
C -2.440 3.113 0.472 -0.094
H -3.874 -2.194 -1.278 0.100
H -3.107 -0.532 -0.793 0.083
H -4.855 -0.529 -1.499 0.113
H -0.406 -2.819 -3.445 0.145
H -1.040 -1.496 -2.204 0.116
H -0.710 0.404 -4.209 0.113
H -0.258 -0.999 -5.384 0.136
H 1.958 -0.047 -4.906 0.106
H 1.928 -1.622 -3.868 0.110
H 3.019 0.396 -2.551 0.133
H 1.515 1.526 -2.782 0.115
H 2.948 -3.495 -0.690 0.113
H 3.097 -2.113 -2.017 0.109
H 3.382 -0.013 1.371 0.088
H 5.718 1.007 2.459 0.096
H 8.239 0.072 1.674 0.089
H 8.384 -2.014 -0.286 0.084
H 6.058 -3.089 -1.433 0.082
H -0.783 2.593 -2.469 0.132
H 1.027 2.891 0.166 0.105
H 0.340 3.708 1.719 0.121
H -0.125 4.389 -0.066 0.100
H -3.016 2.995 -0.540 0.092
H -2.345 4.260 0.760 0.105
H -3.096 2.607 1.327 0.117
C 1.927 -2.078 5.043 -0.078
C 2.508 -1.635 6.373 -0.203
O 3.842 -2.143 6.536 0.009
C 4.838 -1.433 5.913 -0.327
O 4.643 -0.424 5.245 0.134
C 6.201 -2.055 6.209 -0.471
F 6.203 -3.415 6.086 0.138
F 6.620 -1.789 7.479 0.142
F 7.184 -1.601 5.382 0.135
H 1.976 -3.167 4.946 0.077
H 0.884 -1.761 4.951 0.083
H 2.492 -1.658 4.206 0.061
H 1.908 -2.048 7.190 0.126
H 2.489 -0.544 6.480 0.129
C 1.136 6.909 -5.717 -0.060
C 0.009 5.899 -5.604 -0.204
O 0.429 4.617 -6.099 0.018
C 1.153 3.842 -5.229 -0.321
O 1.451 4.187 -4.090 0.135
C 1.489 2.496 -5.866 -0.457
F 1.935 2.613 -7.152 0.151
F 0.407 1.667 -5.915 0.140
F 2.459 1.814 -5.193 0.109
H 1.507 6.958 -6.745 0.085
H 0.796 7.905 -5.416 0.086
H 1.984 6.628 -5.085 0.078
H -0.833 6.220 -6.225 0.130
H -0.361 5.819 -4.575 0.119
C -7.180 7.537 -1.167 -0.065
C -6.651 6.129 -0.965 -0.208
O -5.387 5.964 -1.629 0.011
C -4.287 6.428 -0.955 -0.326
O -4.335 6.962 0.148 0.147
C -3.015 6.144 -1.751 -0.466
F -3.137 6.452 -3.075 0.137
F -2.660 4.828 -1.698 0.111
F -1.937 6.846 -1.300 0.138
H -7.231 7.780 -2.234 0.084
H -8.178 7.643 -0.732 0.084
H -6.520 8.277 -0.705 0.077
H -7.344 5.411 -1.416 0.128
H -6.571 5.876 0.098 0.128
C -1.440 -7.135 3.806 -0.091
C -2.787 -7.204 4.501 -0.201
O -3.534 -8.343 4.043 0.011
C -3.220 -9.545 4.625 -0.326
O -2.357 -9.683 5.485 0.146
C -4.120 -10.652 4.081 -0.470
F -4.255 -10.608 2.723 0.138
F -5.383 -10.583 4.591 0.144
F -3.662 -11.902 4.373 0.141
H -1.568 -7.143 2.718 0.043
H -0.902 -6.227 4.092 0.075
H -0.819 -8.000 4.059 0.082
H -3.374 -6.315 4.250 0.131
H -2.679 -7.221 5.592 0.129
```